# 1
Below is a molecular structure, C58H30BrF15GeN6O3S5Ta in a non-equilibrium geometry, with properties calculated with wB97M-V/def2-TZVPD.

Its charge is +1. Its electronic energy is -298762.2201 eV.

CARTESIAN COORDINATES (ANGSTROEM)
Ta -0.568 0.549 -0.122
Br -4.664 -4.169 -4.608
C -3.522 -3.152 -3.514
C -2.544 -3.794 -2.748
C -1.673 -3.060 -1.961
C -1.783 -1.676 -1.966
O -0.931 -0.906 -1.299
C -2.808 -1.033 -2.648
C -3.063 0.368 -2.417
N -2.446 1.167 -1.609
C -2.980 2.497 -1.614
C -3.533 3.112 -2.705
C -4.055 4.419 -2.595
C -4.004 5.092 -1.408
C -3.392 4.494 -0.281
C -3.258 5.138 0.973
C -2.615 4.489 1.982
C -2.081 3.204 1.739
N -2.204 2.564 0.605
C -2.869 3.198 -0.395
C -3.677 -1.782 -3.448
H -2.475 -4.872 -2.765
H -0.931 -3.537 -1.341
H -3.934 0.753 -2.946
H -3.547 2.621 -3.669
H -4.495 4.882 -3.466
H -4.410 6.090 -1.319
H -3.655 6.135 1.107
H -2.484 4.939 2.954
H -1.523 2.715 2.520
H -4.469 -1.290 -3.995
O 0.140 1.571 1.273
C 0.983 2.496 1.771
C 1.321 2.493 3.115
C 2.189 3.475 3.568
C 2.694 4.432 2.691
C 2.323 4.424 1.358
C 1.451 3.448 0.874
C 0.967 3.420 -0.509
N -0.019 2.692 -1.043
C -0.122 3.114 -2.355
C 0.793 4.075 -2.610
N 1.467 4.257 -1.432
H 0.910 1.741 3.772
H 2.469 3.492 4.612
H 3.368 5.195 3.052
H 2.711 5.194 0.704
H -0.860 2.722 -3.019
H 1.017 4.638 -3.495
H 2.246 4.879 -1.293
F 4.628 -2.717 -2.326
C 5.081 -1.467 -2.504
C 4.213 -0.429 -2.783
C 4.784 0.823 -2.932
F 4.007 1.891 -3.188
C 6.145 1.049 -2.835
F 6.649 2.271 -2.991
C 6.987 -0.019 -2.562
F 8.296 0.175 -2.458
C 6.454 -1.287 -2.395
F 7.254 -2.315 -2.129
Ge 2.270 -0.591 -2.837
S 1.793 0.412 -0.936
C 1.740 -2.451 -3.059
C 1.299 -3.010 -4.249
F 1.159 -2.278 -5.361
C 0.966 -4.356 -4.367
F 0.530 -4.844 -5.522
C 1.089 -5.189 -3.266
F 0.767 -6.472 -3.356
C 1.547 -4.666 -2.066
F 1.670 -5.452 -0.994
C 1.855 -3.322 -1.993
F 2.316 -2.868 -0.822
C 1.676 0.337 -4.452
C 2.495 0.563 -5.548
F 3.763 0.137 -5.557
C 2.063 1.222 -6.689
F 2.888 1.425 -7.707
C 0.750 1.670 -6.764
F 0.315 2.300 -7.846
C -0.106 1.427 -5.703
F -1.385 1.813 -5.757
C 0.378 0.761 -4.589
F -0.527 0.459 -3.634
S -1.796 0.223 6.713
C -2.218 -0.265 5.195
S -1.811 0.642 3.775
C -2.477 -0.589 2.764
N -2.987 -1.577 3.417
N -2.850 -1.381 4.772
C -3.278 -2.459 5.607
C -3.984 -2.198 6.768
C -4.388 -3.263 7.558
C -4.094 -4.566 7.186
C -3.396 -4.811 6.011
C -2.983 -3.756 5.215
S -2.542 -0.568 1.016
H -4.212 -1.181 7.050
H -4.941 -3.070 8.465
H -4.415 -5.391 7.805
H -3.171 -5.825 5.713
H -2.458 -3.930 4.286
C 1.001 -3.403 1.887
S 0.100 -1.920 2.286
O 0.443 -0.920 1.188
C 1.082 -1.393 3.662
C 0.644 -1.710 4.939
C 1.428 -1.336 6.021
C 2.623 -0.664 5.812
C 3.047 -0.358 4.524
C 2.275 -0.722 3.432
H 1.996 -3.119 1.559
H 0.470 -3.944 1.109
H 1.045 -3.995 2.799
H -0.295 -2.224 5.096
H 1.094 -1.558 7.024
H 3.225 -0.367 6.659
H 3.981 0.164 4.369
H 2.577 -0.484 2.421

Force components x, y, z for each atom (eV/Å):
-1.36 1.37 -0.24
-0.06 -0.07 -0.05
0.07 0.16 0.08
0.04 0.10 0.06
-0.22 -0.03 -0.32
0.39 0.20 0.28
0.31 -0.90 -0.28
-0.25 0.11 0.10
-0.02 -0.30 0.07
0.03 0.07 -0.39
0.10 -0.15 0.19
0.00 0.09 0.04
0.03 -0.05 0.07
0.06 -0.10 -0.01
-0.08 0.14 0.03
0.02 -0.06 -0.05
-0.01 -0.07 -0.07
-0.08 0.16 0.04
0.09 0.17 0.05
0.01 -0.28 -0.07
0.08 -0.14 0.02
-0.02 -0.04 -0.03
0.10 -0.03 -0.03
0.02 -0.03 0.01
0.00 0.01 -0.04
-0.01 0.01 -0.03
-0.03 0.06 0.00
-0.03 0.05 0.01
0.01 0.01 0.04
0.05 0.08 -0.04
-0.06 0.00 -0.03
0.83 0.35 1.28
-0.48 -0.46 -0.26
0.25 0.33 -0.03
-0.06 -0.05 -0.06
-0.04 -0.04 -0.02
0.01 -0.07 0.01
-0.01 0.01 0.06
-0.03 0.17 0.35
0.37 -0.12 -0.25
-0.03 -0.08 0.06
0.00 -0.02 -0.01
0.05 0.02 -0.09
0.02 -0.03 0.01
0.03 0.03 0.03
0.04 0.03 0.03
0.02 0.05 0.02
-0.09 -0.16 -0.15
0.00 0.04 -0.09
-0.07 -0.02 0.02
-0.02 0.05 -0.05
0.28 -0.10 0.00
0.09 -0.06 0.10
0.25 0.20 0.03
-0.07 -0.06 -0.01
-0.06 -0.15 0.03
-0.02 0.01 0.00
-0.01 -0.01 -0.01
-0.12 -0.02 -0.01
-0.07 0.07 -0.02
-0.02 0.02 -0.01
0.04 0.26 0.26
0.30 -0.27 -0.32
-0.13 -0.17 -0.15
-0.20 -0.23 -0.11
0.04 0.04 0.10
0.05 0.09 0.15
0.00 0.01 0.01
0.01 0.06 -0.02
0.02 0.11 0.00
-0.07 0.00 -0.09
-0.01 0.02 -0.03
0.08 -0.21 0.20
-0.01 0.05 0.10
0.13 0.09 -0.27
0.05 0.19 -0.11
-0.02 -0.03 0.03
-0.15 0.00 0.12
0.03 0.01 -0.03
0.03 -0.06 0.06
0.03 -0.03 0.06
0.14 -0.04 0.06
0.00 0.00 0.01
-0.46 -0.02 -0.19
0.22 0.10 -0.05
-0.01 0.00 -0.01
0.06 0.16 0.26
0.11 0.14 0.08
-0.43 -0.18 -0.38
0.11 0.28 -0.04
-0.12 -0.23 -0.08
-0.03 0.04 0.04
-0.06 -0.06 0.07
0.01 0.01 -0.03
0.02 0.02 -0.05
-0.01 0.00 0.03
0.00 -0.02 0.02
-0.28 -0.10 0.23
0.00 -0.01 -0.01
-0.03 0.00 0.05
-0.01 -0.04 0.03
0.00 -0.04 -0.01
0.01 0.00 -0.03
0.17 0.11 -0.14
-0.28 -0.13 0.28
0.11 -0.25 -0.49
0.19 -0.04 -0.03
0.12 0.05 -0.04
0.00 -0.01 0.03
-0.02 -0.01 -0.05
-0.03 -0.01 -0.03
0.00 -0.05 0.11
0.10 -0.07 -0.01
-0.04 -0.01 -0.08
-0.03 -0.05 0.04
-0.03 -0.05 0.01
-0.03 0.00 0.02
0.04 0.00 0.05
0.03 0.04 0.00
0.02 0.03 -0.06

---

# 2
Below is a molecular structure, C58H40BiF5N3O2P2S2 in a non-equilibrium geometry, with properties calculated with wB97M-V/def2-TZVPD.

Its charge is +1. Its electronic energy is -129030.1105 eV.

CARTESIAN COORDINATES (ANGSTROEM)
Bi -0.101 -0.742 1.096
S 1.468 0.805 2.904
C -0.006 1.234 3.581
N -1.206 0.846 3.101
C -2.213 1.168 3.986
C -3.596 0.960 3.766
C -4.462 1.611 4.603
C -4.029 2.357 5.707
C -2.694 2.490 5.988
C -1.782 1.919 5.129
S -0.088 2.303 5.064
H -3.923 0.332 2.922
H -5.531 1.495 4.403
H -4.731 2.846 6.379
H -2.327 2.991 6.898
C 0.517 0.598 -6.117
C 1.125 1.418 -4.942
C 1.932 2.623 -5.504
C 2.058 0.514 -4.128
C 3.239 0.044 -4.685
C 4.154 -0.726 -3.980
C 3.860 -1.116 -2.691
C 2.681 -0.683 -2.059
P 2.544 -1.009 -0.262
C 3.810 0.137 0.398
C 4.978 -0.315 1.026
C 5.816 0.621 1.616
C 5.533 1.983 1.596
C 4.428 2.429 0.861
C 3.568 1.513 0.269
C 3.045 -2.771 0.045
C 3.292 -3.202 1.360
C 3.525 -4.570 1.609
C 3.497 -5.505 0.583
C 3.269 -5.070 -0.723
C 2.962 -3.723 -0.969
C 1.821 0.211 -2.772
O 0.814 0.796 -2.027
C -0.067 1.653 -2.676
C -1.100 2.217 -1.896
C -1.999 3.108 -2.506
C -1.936 3.336 -3.864
C -0.976 2.692 -4.637
C 0.027 1.914 -4.050
P -1.375 1.852 -0.086
C -3.193 1.533 0.029
C -4.145 2.560 0.207
C -5.502 2.247 0.253
C -5.938 0.929 0.125
C -5.004 -0.087 -0.066
C -3.639 0.208 -0.046
C -0.855 3.478 0.645
C 0.311 4.099 0.155
C 0.730 5.301 0.692
C 0.053 5.907 1.769
C -1.026 5.218 2.306
C -1.501 4.038 1.759
H 1.243 0.112 -6.778
H -0.123 1.209 -6.756
H -0.089 -0.186 -5.697
H 2.823 2.324 -6.057
H 2.309 3.218 -4.673
H 1.343 3.247 -6.168
H 3.464 0.306 -5.752
H 5.077 -1.039 -4.448
H 4.561 -1.787 -2.164
H 5.237 -1.376 1.033
H 6.727 0.287 2.135
H 6.151 2.718 2.125
H 4.221 3.497 0.768
H 2.678 1.822 -0.311
H 3.301 -2.490 2.194
H 3.662 -4.897 2.655
H 3.694 -6.548 0.823
H 3.275 -5.752 -1.583
H 2.680 -3.416 -2.002
H -2.789 3.598 -1.937
H -2.680 3.990 -4.332
H -1.009 2.812 -5.717
H -3.785 3.603 0.264
H -6.229 3.049 0.424
H -7.018 0.715 0.128
H -5.319 -1.103 -0.260
H -2.894 -0.597 -0.118
H 0.818 3.647 -0.716
H 1.610 5.792 0.218
H 0.369 6.866 2.197
H -1.518 5.638 3.175
H -2.349 3.543 2.215
F -3.069 -5.033 5.940
C -2.197 -4.481 5.077
C -1.661 -3.215 5.292
F -2.095 -2.507 6.360
C -0.758 -2.636 4.422
F -0.246 -1.401 4.733
C -0.461 -3.212 3.178
O 0.255 -2.635 2.201
C -0.956 -4.539 2.976
F -0.551 -5.214 1.877
C -1.848 -5.122 3.852
F -2.430 -6.311 3.548
N -1.924 -6.349 -4.316
C -1.662 -5.460 -3.612
C -1.344 -4.394 -2.726
C -0.771 -4.702 -1.479
C -0.463 -3.634 -0.646
N -0.774 -2.343 -0.933
C -1.247 -2.087 -2.184
C -1.543 -3.076 -3.121
H -0.558 -5.742 -1.227
H 0.045 -3.825 0.294
H -1.413 -1.043 -2.405
H -1.883 -2.851 -4.130

Force components x, y, z for each atom (eV/Å):
1.02 0.97 1.17
0.31 -0.65 -1.38
-2.29 0.74 0.52
2.37 -0.14 0.93
-0.38 0.95 0.65
1.35 -0.10 -0.38
-1.14 -0.14 0.24
-0.52 0.07 0.21
0.37 0.17 0.93
-0.26 -0.18 -1.51
-0.16 -1.83 -1.46
0.08 0.46 0.43
0.32 0.14 0.24
-0.10 -0.23 -0.24
-0.38 -0.02 -0.58
0.17 0.15 0.06
0.89 -0.58 -0.65
0.27 -0.28 0.43
-0.14 0.27 0.64
0.33 0.06 -1.13
-0.23 -0.01 -0.29
-0.07 -0.35 0.51
-0.10 0.59 -0.56
-0.29 -0.17 0.17
0.20 -0.33 0.13
-0.35 0.17 -0.19
0.85 0.01 0.63
-0.43 0.17 -0.38
-0.06 0.14 0.05
-0.41 -0.32 -0.22
-0.41 0.48 0.27
0.21 -0.44 -0.03
-0.42 0.75 0.71
0.35 0.25 -0.25
-0.50 0.23 -0.23
0.20 -0.24 -0.92
0.68 -0.59 0.31
-0.05 -0.05 -0.42
-0.47 0.11 -0.01
-0.30 0.08 0.19
0.30 -0.37 0.13
-0.36 0.06 -0.57
-0.10 0.32 0.53
-0.79 0.30 0.06
0.70 0.00 -0.41
-0.15 0.78 0.40
0.53 -0.05 -0.34
-0.05 0.39 0.40
-0.17 0.01 -0.30
0.22 0.21 0.06
0.34 0.11 -0.19
-0.35 -0.22 0.37
-0.71 -0.60 -0.50
0.80 0.97 -0.13
0.33 -0.66 -0.50
-0.05 0.61 0.33
0.41 -0.45 -0.47
0.20 0.28 0.30
0.06 0.06 0.10
-0.38 -0.42 0.12
-0.19 -0.25 -0.08
-0.15 0.21 0.04
-0.24 0.07 0.04
-0.23 -0.28 1.17
-0.03 -0.03 -0.01
-0.45 0.52 -0.19
-0.13 0.33 0.13
-0.52 0.08 -0.29
-0.13 -0.47 -0.29
0.06 -0.33 0.08
0.54 0.07 0.51
-0.03 -0.29 -0.33
0.03 0.21 -0.73
-0.08 0.17 -0.22
-0.05 0.15 0.54
0.36 -0.26 0.88
0.28 -0.21 0.04
0.35 -0.29 0.12
0.19 0.11 0.21
-0.44 -0.65 0.06
0.29 -0.35 -0.16
0.68 0.04 0.02
-0.07 -0.05 0.23
-0.42 0.22 -0.14
-0.15 0.41 0.56
-0.73 -0.32 0.55
-0.06 -0.50 -0.28
-0.12 -0.07 -0.02
-0.05 -0.02 -0.01
0.52 0.35 -0.63
0.31 -0.06 -1.23
-0.83 -0.18 1.14
0.51 -0.45 -0.50
0.42 1.04 -0.71
-0.56 -1.21 -0.33
-0.04 -0.76 -0.13
-0.01 0.09 0.41
0.18 0.91 0.19
-0.37 0.17 0.31
-0.74 -0.48 1.05
0.64 0.80 0.27
0.42 1.40 1.06
-0.60 -1.88 -1.49
0.47 -0.04 0.64
-0.19 0.55 -0.65
-0.24 0.17 -0.03
0.32 -1.20 -1.36
-0.03 -0.30 0.70
0.30 0.34 0.54
-0.03 0.45 0.12
-0.20 0.20 -0.02
-0.05 0.16 -0.10
-0.04 0.09 0.35

---

# 3
Below is a molecular structure, C58H45P3SSiTeTl, with properties calculated with wB97M-V/def2-TZVPD.

Its charge is -1. Its electronic energy is -119444.9590 eV.

CARTESIAN COORDINATES (ANGSTROEM)
Tl -0.567 -2.256 -0.624
C 3.395 -1.104 6.181
C 3.880 -0.813 4.912
C 2.994 -0.609 3.867
C 1.611 -0.659 4.066
C 1.139 -0.965 5.339
C 2.027 -1.192 6.385
P 0.618 -0.216 2.557
C -1.091 -0.305 3.252
C -1.596 -1.549 3.641
C -2.909 -1.689 4.068
C -3.743 -0.583 4.102
C -3.259 0.657 3.705
C -1.947 0.797 3.277
C 0.902 1.599 2.581
C 1.409 2.252 3.702
C 1.671 3.613 3.665
C 1.458 4.320 2.496
C 0.948 3.675 1.378
C 0.627 2.316 1.380
Si -0.183 1.336 -0.134
C 0.787 2.365 -1.471
C 0.299 3.359 -2.317
C 1.150 4.108 -3.123
C 2.514 3.878 -3.100
C 3.034 2.873 -2.294
C 2.185 2.104 -1.509
P 2.715 0.656 -0.509
C 4.543 0.915 -0.493
C 4.975 1.907 0.395
C 6.324 2.167 0.572
C 7.270 1.418 -0.119
C 6.853 0.425 -0.991
C 5.498 0.175 -1.183
C 2.551 -0.707 -1.728
C 2.046 -0.571 -3.018
C 1.961 -1.677 -3.855
C 2.378 -2.926 -3.418
C 2.863 -3.077 -2.126
C 2.936 -1.976 -1.286
C -1.921 2.227 -0.094
C -2.117 3.572 0.231
C -3.377 4.151 0.260
C -4.494 3.393 -0.055
C -4.339 2.064 -0.416
C -3.072 1.479 -0.442
P -2.822 -0.273 -0.950
C -4.552 -0.880 -1.113
C -5.141 -1.329 -2.290
C -6.410 -1.895 -2.273
C -7.118 -1.997 -1.087
C -6.548 -1.534 0.093
C -5.271 -0.999 0.081
C -2.303 -0.080 -2.707
C -2.031 1.164 -3.273
C -1.525 1.263 -4.562
C -1.295 0.119 -5.310
C -1.568 -1.126 -4.762
C -2.060 -1.227 -3.469
H 4.081 -1.266 7.004
H 4.946 -0.737 4.738
H 3.374 -0.383 2.874
H 0.075 -1.015 5.528
H 1.641 -1.423 7.371
H -0.942 -2.416 3.653
H -3.274 -2.666 4.357
H -4.773 -0.684 4.424
H -3.910 1.524 3.719
H -1.587 1.767 2.960
H 1.602 1.702 4.615
H 2.058 4.115 4.544
H 1.690 5.378 2.454
H 0.842 4.243 0.459
H -0.762 3.585 -2.316
H 0.744 4.888 -3.759
H 3.175 4.473 -3.720
H 4.101 2.681 -2.293
H 4.232 2.470 0.954
H 6.638 2.948 1.254
H 8.327 1.602 0.026
H 7.588 -0.160 -1.530
H 5.188 -0.594 -1.879
H 1.709 0.396 -3.369
H 1.566 -1.556 -4.856
H 2.313 -3.781 -4.080
H 3.179 -4.050 -1.771
H 3.308 -2.090 -0.273
H -1.264 4.183 0.491
H -3.485 5.197 0.525
H -5.483 3.835 -0.031
H -5.214 1.492 -0.691
H -4.612 -1.235 -3.229
H -6.837 -2.273 -3.194
H -8.103 -2.447 -1.074
H -7.097 -1.600 1.024
H -4.814 -0.665 1.005
H -2.211 2.062 -2.699
H -1.301 2.239 -4.974
H -0.899 0.198 -6.316
H -1.386 -2.026 -5.338
H -2.287 -2.209 -3.061
Te -3.046 -4.244 -0.850
C -1.405 -5.565 -0.886
C -1.010 -6.451 -1.850
C 0.150 -7.204 -1.507
C 0.644 -6.889 -0.281
S -0.324 -5.677 0.463
H -1.531 -6.547 -2.792
H 0.587 -7.958 -2.149
H 1.496 -7.300 0.236

Force components x, y, z for each atom (eV/Å):
0.20 0.22 0.19
0.00 -0.02 0.00
-0.03 0.02 -0.02
0.00 -0.08 -0.02
0.11 0.05 -0.22
-0.01 0.02 -0.05
0.01 -0.01 0.02
-0.16 -0.17 0.53
-0.03 -0.03 -0.24
0.05 -0.02 0.10
0.19 -0.04 -0.05
-0.12 0.17 -0.05
-0.10 -0.05 -0.01
0.10 -0.10 0.02
-0.10 0.38 -0.63
-0.05 0.01 0.00
0.05 -0.01 0.16
-0.02 0.10 -0.10
0.14 -0.04 -0.16
0.06 -0.78 0.52
0.08 0.66 0.20
0.37 -0.16 0.17
0.01 0.04 0.15
-0.08 0.01 -0.02
0.09 0.09 -0.09
-0.02 -0.14 0.00
-0.59 0.02 -0.07
0.25 -0.03 -0.20
-0.09 0.04 0.24
0.00 -0.06 -0.03
-0.03 0.02 -0.01
0.00 -0.03 -0.03
0.04 0.00 0.00
-0.04 0.08 -0.04
0.13 -0.03 0.10
-0.01 0.02 0.05
-0.05 -0.01 -0.01
-0.05 -0.02 -0.04
0.06 0.01 0.05
0.06 0.06 -0.04
-0.18 -0.31 -0.37
-0.03 -0.07 0.11
0.01 0.07 0.02
-0.03 0.01 -0.01
0.03 -0.03 -0.07
0.23 0.13 0.16
-0.43 0.19 -0.28
0.04 -0.03 0.14
0.00 0.09 -0.01
0.02 -0.02 -0.02
0.00 -0.01 0.02
-0.02 0.02 0.01
0.05 -0.06 -0.05
0.07 0.05 0.09
-0.05 -0.06 -0.02
-0.01 -0.02 0.02
0.04 0.03 -0.04
0.02 0.00 0.00
-0.03 -0.04 -0.03
-0.01 0.00 0.00
0.00 -0.03 -0.01
0.00 0.02 0.01
-0.01 0.04 -0.01
0.00 0.00 -0.01
-0.06 0.01 -0.16
-0.03 0.00 0.02
0.01 -0.01 0.01
0.01 -0.01 -0.01
-0.01 0.01 -0.01
0.00 0.03 -0.02
0.01 -0.02 0.01
0.00 0.00 -0.03
-0.05 0.00 -0.01
0.05 0.04 0.01
0.00 0.00 -0.01
0.02 -0.01 0.02
-0.01 0.00 -0.01
0.04 0.01 0.00
0.00 -0.01 0.01
-0.01 0.03 0.01
-0.02 -0.01 -0.01
-0.01 -0.02 0.01
0.01 0.03 0.00
-0.02 0.00 0.01
-0.01 -0.01 0.02
-0.05 -0.01 0.00
-0.03 -0.04 -0.01
-0.01 0.02 -0.01
-0.01 0.00 0.01
0.00 -0.01 -0.01
0.00 -0.03 0.00
0.00 -0.06 0.00
-0.02 0.04 -0.01
0.00 0.01 -0.01
0.03 -0.04 0.00
0.00 -0.01 0.09
-0.01 -0.03 -0.03
0.00 0.00 0.00
0.00 -0.01 0.01
-0.02 -0.01 0.01
0.02 0.00 0.03
0.09 0.01 0.01
0.05 -0.15 0.21
0.06 0.06 -0.11
0.00 -0.04 -0.06
-0.09 0.14 0.16
-0.07 -0.03 -0.12
-0.03 -0.03 0.02
0.02 0.02 -0.01
0.02 -0.03 -0.06